1.
2 unconnected molecules or ions with the total composition C3H12NS in a non-equilibrium geometry. Source: the OMol25 dataset; level of theory: wB97M-V/def2-TZVPD.

Electronic energy in eV: -15623.0701
Kohn-Sham gap in eV: 8.399
Net charge: +1
HOMO energy in Ha: -0.4466

Positions of all 17 atoms, in Å:
C: 1.66 -1.38 2.61
N: 1.63 -0.10 1.78
H: 0.61 -1.71 2.61
H: 2.08 -2.15 1.97
H: 1.99 -1.03 3.60
H: 1.11 0.55 2.37
H: 1.42 -0.15 0.77
H: 2.58 0.30 1.71
C: -1.27 0.04 0.23
S: -0.36 0.77 -1.21
C: -1.42 0.17 -2.66
H: -2.30 0.39 0.27
H: -1.02 0.19 1.30
H: -1.20 -1.06 0.19
H: -2.21 0.92 -2.82
H: -0.58 0.26 -3.37
H: -1.82 -0.78 -2.35


2.
2 unconnected molecules or ions with the total composition C3H12NSi in a non-equilibrium geometry. Source: the OMol25 dataset; level of theory: wB97M-V/def2-TZVPD.

Electronic energy in eV: -12664.1634
Kohn-Sham gap in eV: 8.398
Net charge: +1
HOMO energy in Ha: -0.5353

Positions of all 17 atoms, in Å:
C: -2.41 0.88 0.01
C: -0.69 -1.67 -0.30
C: 0.61 0.99 -0.10
N: 2.75 0.09 0.03
Si: -0.76 -0.07 0.63
H: -2.27 1.11 -1.00
H: -3.30 0.16 0.07
H: -2.35 1.82 0.58
H: -0.97 -1.47 -1.33
H: 0.36 -1.87 -0.32
H: -1.16 -2.46 0.20
H: 0.92 0.78 -1.02
H: 0.95 2.01 0.30
H: 3.54 0.52 0.53
H: 2.41 -0.70 0.61
H: 3.00 -0.17 -0.94
H: -0.62 0.04 2.05


3.
3 unconnected molecules or ions with the total composition C3H12O3 in a non-equilibrium geometry. Source: the OMol25 dataset; level of theory: wB97M-V/def2-TZVPD.

Electronic energy in eV: -9446.3542
Kohn-Sham gap in eV: 10.699
HOMO energy in Ha: -0.3724
SMILES: CO.CO.CO

Positions of all 18 atoms, in Å:
C: 0.25 -3.02 -0.83
O: 1.03 -3.04 -2.02
H: 0.58 -3.84 -0.19
H: 0.42 -2.08 -0.30
H: -0.79 -3.25 -1.02
H: 0.52 -2.65 -2.73
C: -1.36 0.07 -0.39
O: -1.77 1.41 -0.14
H: -1.79 -0.61 0.34
H: -1.70 -0.22 -1.38
H: -0.27 -0.01 -0.36
H: -2.00 1.83 -0.97
C: 1.24 2.29 1.43
O: 1.43 3.42 2.29
H: 0.92 1.49 2.11
H: 0.52 2.42 0.63
H: 2.20 2.01 0.99
H: 0.58 3.77 2.55


4.
3 unconnected molecules or ions with the total composition C3H12O3S in a non-equilibrium geometry. Source: the OMol25 dataset; level of theory: wB97M-V/def2-TZVPD.

Electronic energy in eV: -20281.4826
Kohn-Sham gap in eV: 9.650
HOMO energy in Ha: -0.3342
SMILES: OCCCS.O.O

Positions of all 19 atoms, in Å:
O: -1.64 -0.75 1.39
C: -2.99 -0.69 0.96
C: -3.31 0.44 -0.02
C: -2.42 0.38 -1.23
S: -2.29 1.90 -2.19
H: -1.39 0.13 1.72
H: -3.06 -1.72 0.49
H: -3.78 -0.86 1.71
H: -4.30 0.13 -0.50
H: -3.16 1.27 0.64
H: -2.36 -0.65 -1.68
H: -1.35 0.08 -0.97
H: -3.63 2.08 -2.26
O: 5.96 -2.21 0.03
H: 5.07 -1.96 -0.21
H: 6.52 -1.49 0.30
O: 5.86 1.11 0.27
H: 6.50 0.79 0.94
H: 5.78 2.02 0.63


5.
4 unconnected molecules or ions with the total composition C3H12O5S2 in a non-equilibrium geometry. Source: the OMol25 dataset; level of theory: wB97M-V/def2-TZVPD.

Multiplicity: 2
Electronic energy in eV: -35204.9721
Kohn-Sham gap (alpha / beta) in eV: 10.466 / 6.089
⟨S²⟩: 0.7549
Net charge: +1
HOMO energy (alpha / beta) in Ha: -0.5280 / -0.5279

Positions of all 22 atoms, in Å:
C: -0.53 -0.25 1.80
C: -1.48 -1.20 1.07
O: -2.70 -0.65 1.03
O: -1.19 -2.25 0.60
C: 0.89 -0.85 1.72
S: 2.20 0.35 1.98
S: 3.24 0.53 0.38
H: -0.53 0.64 1.17
H: -0.93 -0.14 2.79
H: -3.23 -1.18 0.41
H: 0.98 -1.45 0.82
H: 0.94 -1.55 2.55
H: 2.52 1.14 -0.61
H: 1.71 -0.30 -2.15
H: 0.45 0.80 -1.78
O: 1.30 0.56 -2.14
H: 1.11 2.76 -1.24
H: -0.42 2.37 -1.19
O: 0.28 2.90 -0.79
H: -2.18 -0.33 -2.31
H: -1.11 -1.40 -2.19
O: -1.31 -0.49 -1.92


6.
2 unconnected molecules or ions with the total composition C3H13N2. Source: the OMol25 dataset; level of theory: wB97M-V/def2-TZVPD.

Electronic energy in eV: -6296.2312
Kohn-Sham gap in eV: 12.406
Net charge: +1
HOMO energy in Ha: -0.5633

Positions of all 18 atoms, in Å:
C: -0.05 -1.41 -0.93
N: 0.23 -0.08 -0.34
C: 1.64 0.11 0.03
C: -0.27 1.03 -1.21
H: 0.16 -2.18 -0.20
H: 0.58 -1.56 -1.81
H: -1.09 -1.45 -1.23
H: 1.78 1.11 0.44
H: 1.91 -0.63 0.78
H: 2.28 -0.03 -0.84
H: -0.05 1.96 -0.69
H: -1.34 0.91 -1.35
H: 0.24 1.00 -2.16
N: -1.30 0.25 1.99
H: -0.36 -0.02 0.56
H: -2.24 -0.12 2.06
H: -0.78 -0.14 2.75
H: -1.34 1.24 2.15


7.
2 unconnected molecules or ions with the total composition C3H13N2 in a non-equilibrium geometry. Source: the OMol25 dataset; level of theory: wB97M-V/def2-TZVPD.

Multiplicity: 2
Electronic energy in eV: -6282.0792
Kohn-Sham gap (alpha / beta) in eV: 13.235 / 10.136
⟨S²⟩: 0.7545
Net charge: +2
HOMO energy (alpha / beta) in Ha: -0.7782 / -0.8235

Positions of all 18 atoms, in Å:
N: 1.81 -1.19 -1.36
H: 1.13 -1.70 -1.90
H: 1.70 -1.38 -0.40
H: 2.75 -1.43 -1.68
H: 1.61 -0.19 -1.48
C: -0.23 -0.47 1.48
N: -0.83 0.57 0.65
C: 0.15 1.54 0.20
C: -1.56 -0.01 -0.46
H: 0.30 -0.02 2.33
H: 0.50 -1.12 0.96
H: -1.02 -1.13 1.85
H: -0.35 2.36 -0.37
H: 0.65 1.98 1.07
H: 0.94 1.10 -0.45
H: -2.02 0.80 -1.07
H: -2.32 -0.69 -0.08
H: -0.90 -0.62 -1.13


8.
2 unconnected molecules or ions with the total composition C3H13N2 in a non-equilibrium geometry. Source: the OMol25 dataset; level of theory: wB97M-V/def2-TZVPD.

Multiplicity: 2
Electronic energy in eV: -6281.2404
Kohn-Sham gap (alpha / beta) in eV: 14.034 / 7.997
⟨S²⟩: 0.7548
Net charge: +2
HOMO energy (alpha / beta) in Ha: -0.8027 / -0.8119

Positions of all 18 atoms, in Å:
C: 1.46 -1.28 -1.09
N: 0.10 -1.69 -0.86
H: 2.03 -2.14 -1.55
H: 2.01 -1.21 -0.15
H: 1.54 -0.32 -1.60
H: -0.49 -1.74 -1.70
H: 0.02 -2.56 -0.33
H: -0.32 -0.37 0.22
C: -0.48 1.54 -0.51
N: -0.78 0.56 0.56
C: -0.36 0.97 1.95
H: 0.55 1.79 -0.39
H: -0.98 2.49 -0.25
H: -0.77 1.19 -1.50
H: -1.71 0.12 0.49
H: -0.72 0.21 2.65
H: 0.73 1.06 1.89
H: -0.75 1.96 2.16


9.
2 unconnected molecules or ions with the total composition C3H13N2O in a non-equilibrium geometry. Source: the OMol25 dataset; level of theory: wB97M-V/def2-TZVPD.

Electronic energy in eV: -8343.0450
Kohn-Sham gap in eV: 10.171
Net charge: +1
HOMO energy in Ha: -0.4908

Positions of all 19 atoms, in Å:
N: -0.73 0.86 -0.46
C: 0.24 -0.35 -0.53
C: 1.01 -0.43 0.80
C: -0.68 -1.60 -0.61
N: 0.18 -2.77 -0.70
H: -0.84 1.27 -1.38
H: -1.66 0.38 -0.40
H: -0.52 1.55 0.27
H: 0.84 -0.20 -1.43
H: 0.31 -0.74 1.56
H: 1.80 -1.17 0.83
H: 1.33 0.61 0.95
H: -1.28 -1.49 -1.53
H: -1.29 -1.70 0.31
H: 0.35 -2.96 -1.68
H: -0.23 -3.52 -0.17
H: -0.58 4.05 1.49
H: 0.93 3.94 1.34
O: 0.12 3.44 1.22


10.
2 unconnected molecules or ions with the total composition C3H13N2O. Source: the OMol25 dataset; level of theory: wB97M-V/def2-TZVPD.

Electronic energy in eV: -8342.9949
Kohn-Sham gap in eV: 10.596
Net charge: +1
HOMO energy in Ha: -0.5110

Positions of all 19 atoms, in Å:
C: 1.31 -2.06 -0.23
N: 0.50 -1.66 0.96
H: 0.70 -1.99 -1.12
H: 2.14 -1.38 -0.33
H: 1.66 -3.09 -0.10
H: -0.34 -2.24 1.02
H: 0.11 -0.64 0.95
H: 1.04 -1.81 1.81
C: -0.33 1.20 -1.11
O: -0.22 2.31 -1.96
C: -0.70 1.69 0.28
N: -1.10 0.55 1.14
H: -1.14 0.53 -1.46
H: 0.60 0.62 -1.07
H: 0.41 2.11 -2.66
H: 0.14 2.22 0.74
H: -1.49 2.42 0.16
H: -2.05 0.31 0.89
H: -1.21 0.91 2.09


11.
2 unconnected molecules or ions with the total composition C3H13N2OS2 in a non-equilibrium geometry. Source: the OMol25 dataset; level of theory: wB97M-V/def2-TZVPD.

Electronic energy in eV: -30014.0409
Kohn-Sham gap in eV: 10.339
Net charge: +1
HOMO energy in Ha: -0.4824

Positions of all 21 atoms, in Å:
S: -0.24 0.51 2.33
S: 1.58 0.02 1.42
C: 1.45 0.37 -0.37
C: 0.50 -0.39 -1.28
C: 0.42 0.41 -2.67
N: -0.62 1.39 -2.64
N: -0.94 -0.34 -0.72
H: -0.03 1.87 2.59
H: 2.47 0.06 -0.70
H: 1.44 1.44 -0.61
H: 0.79 -1.45 -1.39
H: 0.32 -0.31 -3.50
H: 1.45 0.81 -2.80
H: -1.14 1.44 -3.49
H: -0.33 2.29 -2.28
H: -0.94 -0.24 0.30
H: -1.40 -1.23 -0.97
H: -1.24 0.53 -1.18
H: -2.52 -2.35 0.87
H: -3.18 -3.33 -0.11
O: -2.72 -2.49 -0.06


12.
2 unconnected molecules or ions with the total composition C3H13N2Si in a non-equilibrium geometry. Source: the OMol25 dataset; level of theory: wB97M-V/def2-TZVPD.

Electronic energy in eV: -14168.1794
Kohn-Sham gap (alpha / beta) in eV: 8.551 / 5.069
Net charge: +1
HOMO energy (alpha / beta) in Ha: -0.4596 / -0.3751

Positions of all 19 atoms, in Å:
C: 0.86 -1.94 -1.76
C: 1.85 1.21 -1.19
C: -1.96 0.02 1.69
N: -1.18 -0.45 0.66
N: -1.10 0.93 2.81
Si: 0.56 -0.09 -1.80
H: 0.32 -2.49 -1.10
H: 0.97 -2.44 -2.71
H: 1.90 -2.32 -1.46
H: 1.50 2.11 -1.59
H: 1.86 1.30 -0.18
H: 2.71 0.87 -1.57
H: -2.78 0.85 1.53
H: -0.83 -1.39 0.62
H: -1.57 -0.10 -0.20
H: -0.58 1.73 2.44
H: -0.57 0.24 3.33
H: -1.81 1.32 3.43
H: -0.15 0.63 -2.95


13.
A molecular structure, C3H13N3 in a non-equilibrium geometry. Source: the OMol25 dataset; level of theory: wB97M-V/def2-TZVPD.

Electronic energy in eV: -7787.4705
Kohn-Sham gap in eV: 7.656
HOMO energy in Ha: -0.2474

Positions of all 19 atoms, in Å:
C: -0.62 -1.95 1.38
C: 0.92 0.26 1.40
N: -0.47 -0.88 0.39
N: -0.10 -1.33 -0.79
H: 0.60 -2.08 -0.75
H: 0.15 -0.17 -1.43
H: -0.85 -1.52 2.35
H: -1.46 -2.57 1.06
H: 0.28 -2.57 1.46
H: 1.28 1.28 1.21
H: 1.74 -0.45 1.42
H: 0.45 0.32 2.38
C: -0.82 1.89 -1.53
N: 0.41 1.08 -1.44
H: 1.16 1.43 -2.02
H: 0.74 1.03 -0.44
H: -1.58 1.40 -0.94
H: -1.15 1.95 -2.57
H: -0.66 2.90 -1.15